Formula: C57H143N9O19
Source: the OMol25 dataset
Level of theory: the ωB97M-V functional and the def2-TZVPD basis

Summary:
ΔE to the lowest compared entry with this formula, charge and spin, eV: 2.036
Strongest force on any atom, hartree/bohr: 0.0352
LUMO, eV: 0.5505
Molecular weight, g/mol: 1258.82
E_HOMO, eV: -8.31
Gap between HOMO and LUMO, hartree: 0.325

Geometry (Å):
C (-1.57216, -5.14670, 3.18569)
O (-0.75783, -4.55996, 2.18794)
C (-0.04207, -5.47680, 1.41520)
C (0.62388, -4.72911, 0.29116)
N (1.42623, -5.64455, -0.46796)
C (1.83258, -5.41976, -1.82140)
C (2.33490, -3.99567, -2.04287)
O (3.00593, -3.80742, -3.25230)
C (3.91648, -2.73247, -3.25309)
H (-2.25232, -4.40708, 3.59243)
H (-0.92420, -5.57439, 3.95997)
H (-2.15517, -5.96709, 2.74833)
H (-0.65899, -6.28656, 0.99745)
H (0.72344, -6.01202, 2.00782)
H (1.26047, -3.90845, 0.65273)
H (-0.13427, -4.25018, -0.34077)
H (1.84033, -6.41850, 0.01484)
H (0.93217, -5.53501, -2.44699)
H (2.58685, -6.14811, -2.11292)
H (2.97619, -3.77912, -1.17825)
H (1.44547, -3.34852, -2.01207)
H (4.18453, -2.40377, -4.25203)
H (4.81329, -3.08562, -2.73050)
H (3.53156, -1.88503, -2.67072)
C (2.21764, -8.31063, -11.00821)
O (2.03300, -6.90616, -10.98724)
C (0.99914, -6.52265, -10.09615)
C (1.57017, -6.10297, -8.75471)
N (0.52339, -5.96871, -7.74092)
C (0.95735, -5.21314, -6.57275)
C (-0.01002, -4.16548, -6.09329)
O (-0.02483, -3.02922, -6.92755)
C (0.70810, -1.95990, -6.39821)
H (1.28084, -8.78514, -11.32331)
H (2.60049, -8.66727, -10.05170)
H (2.90803, -8.55027, -11.81760)
H (0.19341, -7.26213, -10.06344)
H (0.52897, -5.63568, -10.54385)
H (2.18433, -5.20301, -8.90158)
H (2.29074, -6.85787, -8.41182)
H (-0.21116, -5.42482, -8.18941)
H (1.96073, -4.78145, -6.71975)
H (1.19326, -5.90259, -5.74826)
H (0.26257, -3.97271, -5.04629)
H (-1.03457, -4.54775, -6.03216)
H (1.62673, -2.27239, -5.88248)
H (0.11422, -1.47928, -5.60328)
H (0.97763, -1.20863, -7.13579)
C (-9.24491, 0.38314, -1.16117)
O (-8.79714, -0.86417, -1.63842)
C (-7.72887, -1.35463, -0.86482)
C (-7.41363, -2.78506, -1.29671)
N (-6.05238, -3.18306, -0.99471)
C (-5.56651, -4.25591, -1.84381)
C (-4.25135, -4.79392, -1.29109)
O (-3.12028, -3.94072, -1.29731)
C (-2.80863, -3.39049, -2.53780)
H (-8.44278, 1.13145, -1.14873)
H (-9.67397, 0.30620, -0.15535)
H (-10.02607, 0.73873, -1.83237)
H (-7.94805, -1.31340, 0.21196)
H (-6.81807, -0.75571, -1.00898)
H (-7.76069, -2.80925, -2.34426)
H (-8.04976, -3.49814, -0.75929)
H (-5.40814, -2.40362, -1.02386)
H (-5.47374, -3.91829, -2.88633)
H (-6.18231, -5.16007, -1.83925)
H (-3.93597, -5.72770, -1.78373)
H (-4.43190, -5.06969, -0.25104)
H (-1.83444, -2.89171, -2.50430)
H (-3.46729, -2.57589, -2.87459)
H (-2.73816, -4.13997, -3.33857)
C (-0.07754, 3.34853, 5.96951)
O (0.86133, 2.32691, 5.71367)
C (0.94287, 1.38921, 6.76350)
C (1.83344, 0.24230, 6.37655)
N (1.41549, -0.54138, 5.23166)
C (2.44258, -0.95094, 4.29754)
C (1.84955, -1.48987, 3.02465)
O (0.89063, -0.58314, 2.51282)
C (0.15154, -1.06981, 1.42210)
H (-1.11198, 2.99353, 5.86464)
H (0.11327, 4.09695, 5.20303)
H (-0.00437, 3.72434, 6.99610)
H (0.00828, 1.07700, 7.24767)
H (1.47065, 1.90308, 7.59025)
H (1.91294, -0.44909, 7.23456)
H (2.88178, 0.57255, 6.32337)
H (0.55199, -0.28092, 4.78923)
H (3.15860, -1.65818, 4.72716)
H (3.05528, -0.05678, 4.06555)
H (1.30219, -2.43338, 3.16745)
H (2.67320, -1.67255, 2.31966)
H (-0.26309, -2.06502, 1.62597)
H (0.69786, -1.19553, 0.47307)
H (-0.60237, -0.30462, 1.23337)
C (6.94217, 4.90221, 8.89776)
O (5.77772, 4.89199, 8.10046)
C (5.13970, 3.62697, 8.04772)
C (4.35613, 3.54718, 6.75061)
N (5.26408, 3.72942, 5.62179)
C (4.57284, 4.19114, 4.40863)
C (3.67910, 3.12930, 3.82072)
O (2.70141, 3.77914, 3.02123)
C (1.57396, 3.02349, 2.64970)
H (6.82093, 4.30259, 9.80393)
H (7.14700, 5.93313, 9.17851)
H (7.78425, 4.51516, 8.31278)
H (4.43881, 3.51015, 8.88365)
H (5.90564, 2.84433, 8.09494)
H (3.59920, 4.34373, 6.78955)
H (3.95465, 2.53527, 6.68952)
H (5.90919, 4.47556, 5.85538)
H (5.33359, 4.51306, 3.69705)
H (3.93195, 5.05540, 4.64588)
H (3.17124, 2.52701, 4.58547)
H (4.17289, 2.37917, 3.18443)
H (0.77228, 3.76965, 2.65238)
H (1.40352, 2.22333, 3.37022)
H (1.58315, 2.57181, 1.64759)
C (5.73820, -4.12856, -0.30048)
O (5.61877, -2.88911, 0.34668)
C (6.69934, -2.51622, 1.14188)
C (6.43026, -1.11045, 1.64011)
N (6.33945, -0.15714, 0.55818)
C (4.99464, 0.06871, 0.10106)
C (4.95254, 1.04758, -1.06004)
O (5.68694, 2.22769, -0.84689)
C (5.14177, 3.02237, 0.20490)
H (6.04283, -4.97875, 0.32594)
H (6.55354, -4.05606, -1.03490)
H (4.76258, -4.31481, -0.73424)
H (7.62390, -2.45688, 0.54405)
H (6.91651, -3.21288, 1.96365)
H (7.14193, -0.86233, 2.43520)
H (5.50214, -1.12320, 2.24205)
H (6.83595, 0.70655, 0.71401)
H (4.34440, 0.54960, 0.86187)
H (4.50433, -0.84516, -0.22100)
H (3.92026, 1.28116, -1.36317)
H (5.38185, 0.57342, -1.95072)
H (5.47397, 2.52432, 1.11981)
H (4.04348, 3.03124, 0.16007)
H (5.42714, 4.06242, 0.09245)
C (-8.74252, -3.10596, -4.81421)
O (-7.75876, -2.15770, -5.15393)
C (-8.29459, -0.84911, -5.31578)
C (-7.16838, 0.03358, -5.86064)
N (-5.95159, -0.07403, -5.09084)
C (-6.03160, 0.77720, -3.89112)
C (-4.73286, 0.78617, -3.12247)
O (-4.80777, -0.31733, -2.21652)
C (-3.85544, -0.20988, -1.14921)
H (-9.36112, -2.77837, -3.97435)
H (-8.21096, -4.02253, -4.54749)
H (-9.35409, -3.39046, -5.68092)
H (-8.54691, -0.50702, -4.30032)
H (-9.16745, -0.88369, -5.97317)
H (-7.56601, 1.04742, -5.91651)
H (-7.05822, -0.32735, -6.89042)
H (-5.91508, -1.02574, -4.73454)
H (-6.82797, 0.44226, -3.21475)
H (-6.26432, 1.79346, -4.21767)
H (-4.65412, 1.74119, -2.58864)
H (-3.85466, 0.64950, -3.75862)
H (-2.99380, 0.41514, -1.38496)
H (-3.56368, -1.24701, -0.98481)
H (-4.39254, 0.25114, -0.31689)
C (-1.51860, 6.42370, 3.00767)
O (-0.35186, 7.15456, 2.70017)
C (0.58382, 7.27716, 3.74436)
C (1.86320, 7.93976, 3.23688)
N (2.67380, 7.03500, 2.41972)
C (2.23506, 6.95445, 1.03451)
C (2.93124, 5.77162, 0.32600)
O (3.53151, 5.97930, -0.92435)
C (4.78348, 6.60883, -0.87018)
H (-2.19306, 7.02436, 3.63285)
H (-1.28422, 5.46636, 3.48226)
H (-2.03892, 6.27415, 2.06248)
H (0.81572, 6.31465, 4.23001)
H (0.14974, 7.88249, 4.56401)
H (2.40467, 8.20723, 4.14857)
H (1.62688, 8.81603, 2.63561)
H (2.63574, 6.10025, 2.81638)
H (2.46474, 7.90692, 0.54665)
H (1.17351, 6.74710, 0.86915)
H (2.12168, 5.04711, 0.17619)
H (3.57989, 5.21355, 1.01555)
H (5.59884, 5.97589, -1.24666)
H (5.13403, 6.88453, 0.13059)
H (4.80810, 7.50899, -1.48983)
C (-2.69879, 4.41773, -0.50646)
O (-3.48748, 3.29452, -0.22230)
C (-4.05707, 3.26355, 1.06104)
C (-3.09570, 3.03734, 2.20023)
N (-2.11169, 1.98776, 1.95750)
C (-1.37473, 1.72476, 3.20256)
C (-2.01892, 0.85109, 4.22757)
O (-3.17550, 1.41995, 4.79800)
C (-3.65577, 0.58772, 5.82068)
H (-1.93978, 4.61351, 0.26506)
H (-3.29448, 5.33455, -0.60268)
H (-2.16380, 4.21583, -1.43272)
H (-4.85948, 2.52303, 1.01630)
H (-4.60810, 4.20196, 1.25404)
H (-3.70585, 2.93009, 3.09571)
H (-2.54180, 3.97284, 2.38841)
H (-1.43858, 2.32698, 1.28229)
H (-1.00659, 2.67687, 3.60430)
H (-0.50645, 1.18682, 2.81776)
H (-1.30332, 0.58604, 5.01977)
H (-2.21297, -0.12120, 3.74367)
H (-4.56532, 0.99984, 6.25640)
H (-2.91134, 0.49827, 6.62399)
H (-3.91726, -0.42226, 5.48213)
C (0.24768, 2.04362, -1.22061)
C (0.43209, 1.19683, -2.45965)
C (-0.02263, -0.24039, -2.30300)
O (-0.29022, 1.86268, -3.51059)
H (0.41550, 3.10614, -1.38517)
H (0.96208, 1.75617, -0.44238)
H (-0.76833, 1.84013, -0.87158)
H (1.47743, 1.10692, -2.78136)
H (0.79483, -0.83986, -1.88372)
H (-0.12394, -0.72391, -3.28370)
H (-0.95475, -0.47680, -1.79100)
H (0.04776, 1.54274, -4.35117)